# 1
6 unconnected molecules or ions with the total composition C5H23NO6. Source: the OMol25 dataset; level of theory: the ωB97M-V functional and the def2-TZVPD basis.

ΔE to the lowest compared entry with this formula, charge and spin = 28.7 kcal per mole
total energy = -19332.596 eV
SMILES = C[C@H](CO)N(C)C.O.O.O.O.O
gap between HOMO and LUMO = 9.0257 eV

Each line ends with the Mulliken charge.
Element x y z (Å)
C -1.29195 -1.07185 0.86516  -1.60
N -1.03872 0.34945 0.66541  0.77
C -2.26138 0.98422 0.12020  -1.20
C -1.17905 1.90423 2.68215  -1.69
C -0.34172 1.01036 1.75136  0.34
C 0.78379 1.81286 1.13992  -0.82
O 1.66356 0.96380 0.38200  -0.60
H -0.36220 -1.63175 0.74059  0.54
H -2.01458 -1.48491 0.16376  0.40
H -1.70495 -1.37143 1.83891  0.28
H -2.69088 0.25506 -0.55045  0.37
H -2.94992 1.23717 0.93186  0.35
H -2.02159 1.90050 -0.41326  0.25
H -2.00907 1.28740 3.04036  0.39
H -1.55432 2.78534 2.16986  0.34
H -0.59265 2.09442 3.57909  0.48
H 0.09603 0.25341 2.40701  0.34
H 1.40318 2.29538 1.89647  0.46
H 0.46680 2.57646 0.42128  0.21
H 1.08934 0.46137 -0.22025  0.32
H -0.53328 -4.12915 -0.56790  0.32
H 0.83401 -3.90605 -1.16480  0.32
O 0.33528 -3.75914 -0.34999  -0.61
H -0.41280 -1.34738 -1.44975  0.30
H 0.43850 -1.46399 -2.61209  0.30
O 0.11148 -0.76128 -2.01962  -0.67
H 4.38541 0.23198 -0.42868  0.27
H 3.22612 -0.04050 0.69394  0.42
O 4.13099 -0.20197 0.38432  -0.65
H -1.04669 0.64167 -3.00296  0.37
H -1.47205 2.10338 -3.28272  0.31
O -1.53664 1.20552 -3.61498  -0.63
H 3.38820 -1.47349 -2.27098  0.29
H 2.10251 -1.75898 -1.54758  0.36
O 2.55923 -1.95209 -2.37763  -0.64

=====

# 2
7 unconnected molecules or ions with the total composition C5H23NO8. Source: the OMol25 dataset; level of theory: the ωB97M-V functional and the def2-TZVPD basis.

ΔE to the lowest compared entry with this formula, charge and spin = 102.3 kcal per mole
total energy = -23425.599 eV
SMILES = CN[C@H](CO)CC=O.O.O.O.O.O.O
gap between HOMO and LUMO = 8.9719 eV

Each line ends with the Mulliken charge.
Element x y z (Å)
C -3.08215 0.83914 -0.20459  -0.91
N -1.74735 0.68140 0.35682  -0.33
C -0.80840 0.00877 -0.62109  0.54
C -1.25593 -1.35032 -1.12919  -0.61
C 0.02268 -2.13909 -1.53879  -0.02
O -0.16609 -3.12991 -2.14317  -0.53
C -0.60378 0.88610 -1.88530  -0.21
O 0.01199 0.24479 -2.97632  -0.56
H -3.84775 0.23883 0.40329  0.29
H -3.12563 0.19056 -1.21629  0.24
H -3.34761 1.86092 -0.33805  0.30
H -1.87540 0.03348 1.16553  0.47
H 0.18263 -0.16318 -0.08170  -0.30
H -1.86806 -1.30214 -2.07224  0.26
H -1.91801 -2.04361 -0.53533  0.53
H 1.00432 -1.64016 -1.40741  0.19
H -0.00975 1.73680 -1.51442  0.28
H -1.45038 1.20316 -2.63256  0.25
H 0.75223 -0.26972 -2.51724  0.29
H 1.57865 0.08170 2.27865  0.34
H 0.42972 0.62524 3.29646  0.25
O 0.89378 -0.12800 2.91129  -0.65
H 0.13104 3.79864 0.77733  0.28
H -0.48924 2.29427 0.67672  0.33
O 0.30187 2.82349 0.81574  -0.66
H 2.75509 -1.48634 0.89397  0.27
H 2.03466 -2.01395 2.09484  0.34
O 2.29795 -2.16702 1.17151  -0.59
H 1.56894 2.01535 0.98322  0.46
H 3.15701 1.82059 1.59864  0.25
O 2.34509 1.39770 1.09821  -0.71
H -0.24336 -1.38400 2.08232  0.34
H -1.46991 -2.28495 1.62991  0.29
O -1.18669 -1.61963 2.19285  -0.69
H 3.56307 -0.14746 -1.79805  0.25
H 2.70554 0.67751 -0.55940  0.37
O 2.75921 -0.18898 -1.25617  -0.65

=====

# 3
A molecular structure, C5H24FN11O5. Source: the OMol25 dataset; level of theory: the ωB97M-V functional and the def2-TZVPD basis.

ΔE to the lowest compared entry with this formula, charge and spin = 707.5 kcal per mole
total energy = -34895.877 eV
gap between HOMO and LUMO = 8.5478 eV

Each line ends with the Mulliken charge.
Element x y z (Å)
N -0.88100 2.01407 -0.64871  0.01
H -0.58713 2.17557 -1.60142  0.67
H -0.58816 2.80058 -0.08680  0.29
H -0.42605 1.14657 -0.40264  1.56
H -1.88248 1.88419 -0.66508  0.43
F 0.10179 0.22405 -0.34314  -1.77
C -0.62704 -2.61341 1.47615  -0.45
O -1.03296 -3.60202 2.02511  -0.75
N -0.29793 -1.57934 2.25903  -0.61
N -0.68902 -2.19989 0.27240  -0.24
H -0.03125 -0.68171 1.88057  1.28
H -0.35073 -1.63730 3.26598  0.08
H -1.00364 -2.81858 -0.46131  0.14
H -0.28887 -1.27539 0.19977  1.90
C 2.59145 -0.49719 -0.18429  0.22
O 3.77575 -1.01882 -0.24649  -0.77
N 2.25289 0.68867 0.17873  0.09
N 1.48767 -1.19811 -0.37495  0.15
H 2.85307 1.39577 0.57860  0.26
H 1.28999 0.84647 -0.08208  0.68
H 1.61781 -2.17485 -0.59661  0.19
H 0.63048 -0.67797 -0.49660  -2.13
C -1.25679 0.76783 1.96148  0.36
O -2.07852 1.35676 1.27755  -0.71
N -0.01905 0.41927 1.54266  -0.76
N -1.39519 0.33224 3.22395  -0.36
H 0.36282 0.51229 0.61228  0.03
H 0.63051 0.01684 2.20315  0.12
H -0.69989 -0.22526 3.69920  0.13
H -2.27427 0.50748 3.68935  0.27
C -2.37354 -0.85234 -0.86075  0.35
O -3.52647 -1.17828 -1.09289  -0.80
N -2.02743 -0.02517 0.04737  0.25
N -1.38417 -1.32897 -1.58378  -0.54
H -1.06603 0.23902 0.20868  -1.96
H -2.83540 0.31600 0.54824  0.23
H -0.53250 -0.84190 -1.34401  0.25
H -1.51178 -2.00312 -2.32497  0.23
C 1.27320 1.53575 -2.31226  0.81
O 0.17716 2.06916 -2.43662  -0.69
N 2.36822 2.17519 -2.57369  -0.37
N 1.51591 0.25846 -2.01151  -0.01
H 2.18970 3.16056 -2.70511  0.27
H 3.26633 1.78692 -2.32318  0.23
H 0.80796 -0.14238 -1.41298  0.96
H 2.47457 -0.05773 -1.97836  0.46

=====

# 4
6 unconnected molecules or ions with the total composition C5H24N2O6. Source: the OMol25 dataset; level of theory: the ωB97M-V functional and the def2-TZVPD basis.

ΔE to the lowest compared entry with this formula, charge and spin = 59.0 kcal per mole
total energy = -20838.048 eV
SMILES = C[C@H](O)[C@H](C)NCN.O.O.O.O.O
gap between HOMO and LUMO = 9.0564 eV

Each line ends with the Mulliken charge.
Element x y z (Å)
C -1.18470 1.01215 -0.40795  -1.60
C -0.88157 -0.04006 0.59092  1.11
C -1.90424 -1.13988 0.59693  0.14
C -2.00753 -1.90565 -0.78383  -1.05
O -3.15005 -0.44866 0.86982  -0.61
N 0.51631 -0.57088 0.55493  0.06
C 1.65893 0.28154 0.36361  -0.71
N 2.26135 1.00588 1.48894  -0.58
H -1.16137 0.74467 -1.45838  0.38
H -0.51086 1.90719 -0.26052  0.33
H -2.13465 1.55910 -0.35830  0.44
H -0.97177 0.50899 1.50592  -0.84
H -1.77086 -1.78705 1.45496  0.49
H -2.11890 -2.94260 -0.71097  0.34
H -2.62799 -1.36043 -1.47418  0.41
H -0.95929 -1.71221 -1.22450  0.04
H -3.81036 -0.42895 0.12474  0.33
H 0.70777 -1.45845 0.17625  0.48
H 2.50954 -0.33180 -0.12820  0.32
H 1.54666 1.02837 -0.43145  0.29
H 2.09684 0.45635 2.28119  0.35
H 1.77879 1.87934 1.59051  0.13
H 0.79599 0.54533 -2.32664  0.39
H 1.08055 1.18501 -3.73813  0.31
O 0.39862 0.71533 -3.21041  -0.75
H -0.00273 4.40917 1.49921  0.29
H 0.68148 3.13905 2.16229  0.29
O 0.60641 3.72405 1.41217  -0.62
H -0.34082 1.04732 3.21500  0.25
H -1.15962 1.96733 4.24032  0.33
O -0.39950 1.34587 4.13049  -0.68
H 1.34230 -2.52529 -3.52231  0.29
H 1.01984 -1.00427 -3.65689  0.35
O 1.64962 -1.66162 -3.27826  -0.63
H 1.97008 -3.35827 -1.14260  0.29
H 2.64358 -2.64202 0.07181  0.33
O 1.83213 -3.14392 -0.21648  -0.67

=====

# 5
7 unconnected molecules or ions with the total composition C5H24N2O6. Source: the OMol25 dataset; level of theory: the ωB97M-V functional and the def2-TZVPD basis.

ΔE to the lowest compared entry with this formula, charge and spin = 41.6 kcal per mole
total energy = -20823.450 eV
gap between HOMO and LUMO = 9.3346 eV
total charge = +2

Each line ends with the Mulliken charge.
Element x y z (Å)
C -0.34860 -1.28163 2.42345  -0.79
C -1.53098 -1.31356 1.46316  -0.04
C -1.24926 -0.22348 0.41229  -0.37
C -2.19021 0.00250 -0.53244  -0.22
N -1.79106 0.58486 -1.77196  0.08
C -2.68716 0.82830 -2.64918  -0.07
N 0.97349 -1.75680 1.87145  -0.15
H -0.15093 -0.32683 2.98033  0.31
H -0.61754 -2.08185 3.14563  0.40
H -1.41270 -2.34439 0.97733  0.00
H -2.46507 -1.24297 2.07867  0.46
H -0.23280 0.08890 0.27634  0.22
H -3.25052 -0.18544 -0.23137  0.36
H -0.79128 0.70616 -1.86542  0.33
H -2.44540 1.03614 -3.67668  0.29
H -3.69705 0.65676 -2.25819  0.27
H 0.93309 -2.70964 1.47657  0.35
H 1.24661 -1.31911 0.97961  0.28
H 1.75722 -1.52212 2.50682  0.37
H 0.27325 1.44661 -4.26948  0.31
H 0.19869 2.31013 -2.93492  0.36
O -0.06832 1.49056 -3.36708  -0.66
H 2.79163 0.96680 2.19598  0.30
H 1.69944 1.60403 1.54787  0.26
O 1.95517 0.69372 1.78794  -0.50
H 2.05347 3.08402 -1.61556  0.33
H 0.74243 4.01718 -1.38686  0.34
O 1.11701 3.13670 -1.41128  -0.70
H 1.17800 3.78376 0.73192  0.30
H 0.08932 4.05272 1.78492  0.31
O 0.69453 3.37568 1.45708  -0.64
H 3.21585 -2.17712 -1.10408  0.30
H 3.62168 -2.79098 0.15572  0.30
O 2.99552 -2.12281 -0.16044  -0.61
H -1.31626 -4.37678 0.35654  0.27
H 0.25886 -4.47313 0.28941  0.28
O -0.49086 -3.90786 0.53010  -0.64

=====

# 6
7 unconnected molecules or ions with the total composition C5H24N2O7. Source: the OMol25 dataset; level of theory: the ωB97M-V functional and the def2-TZVPD basis.

ΔE to the lowest compared entry with this formula, charge and spin = 84.5 kcal per mole
total energy = -22885.128 eV
SMILES = CN[C@H](CN)CC=O.O.O.O.O.O.O
gap between HOMO and LUMO = 9.4444 eV

Each line ends with the Mulliken charge.
Element x y z (Å)
C 2.90621 0.91462 -0.36381  -1.02
N 1.76329 -0.02125 -0.27717  -0.08
C 1.09355 -0.55826 0.93688  0.33
C 1.91218 -0.66883 2.18599  -1.05
C 0.97963 -0.85920 3.34749  -0.11
O 0.52451 -1.97390 3.55109  -0.49
C -0.20216 0.27044 1.14442  0.36
N -1.41388 -0.59653 1.54835  -0.48
H 3.34762 0.67603 -1.28360  0.41
H 2.49676 1.97896 -0.47606  0.24
H 3.66337 0.74129 0.45063  0.34
H 1.83852 -0.79410 -0.89901  0.19
H 0.66190 -1.58983 0.61794  0.27
H 2.62566 -1.43430 2.08931  0.42
H 2.54617 0.26529 2.27187  0.40
H 0.61046 -0.03817 3.90866  0.47
H -0.04392 0.99370 1.98656  0.45
H -0.38029 0.73318 0.07563  -0.77
H -1.36801 -1.60285 1.42317  0.20
H -1.61362 -0.37399 2.55790  0.29
H -0.15174 2.65204 -2.21457  0.32
H 0.63545 1.58812 -1.41518  0.09
O -0.15677 1.98506 -1.57230  -0.70
H -2.82591 0.11608 0.42913  0.30
H -3.45909 -0.63451 -0.74445  0.29
O -3.02241 0.23065 -0.52574  -0.69
H -2.74544 0.71825 -2.40996  0.40
H -1.49002 1.38742 -2.54856  0.45
O -2.16366 0.99525 -3.08498  -0.73
H 2.00743 -2.97210 -3.00998  0.29
H 0.88304 -2.16113 -2.64157  0.29
O 1.74519 -2.41396 -2.27752  -0.64
H -1.36387 -0.80868 -2.19356  0.40
H -1.08935 -1.70761 -0.88006  0.26
O -0.98214 -1.62715 -1.86043  -0.66
H -2.12697 1.97898 0.05284  0.32
H -3.29683 2.35510 1.03934  0.30
O -2.34483 2.25591 1.06132  -0.64